75
Properties=species:S:1:pos:R:3:forces:R:3:lowdin_charge:R:1 method="wB97M-V/def2-TZVPD" spin_multiplicity=1 e_homo_ev=-11.48 e_tot_ev=-63448.6104 gap_ev=5.89 charge=+1 lumo_ev=-5.6
C 5.51680 0.91705 2.78328 -0.56 0.48 -0.79 -0.05
C 4.20772 1.70298 2.88724 1.27 -0.72 0.38 -0.27
O 4.25676 2.75104 1.89937 -0.60 0.15 0.26 -0.18
P 2.89685 3.27887 1.28033 -1.02 0.00 -1.00 0.48
O 1.81100 2.27211 1.19290 0.14 -0.29 0.46 -0.26
C 2.31381 4.73681 2.16591 0.88 0.11 0.30 -0.18
C 2.21518 4.57066 3.69374 -0.54 0.42 -0.08 -0.17
C 0.77314 4.41088 4.18610 0.62 -0.48 -0.38 -0.08
N 0.12573 3.26715 3.48127 -0.10 0.44 0.51 -0.03
C -0.75743 3.49814 2.50813 -0.43 -0.65 -0.65 0.01
C -1.32768 2.45313 1.79963 0.13 0.12 0.23 0.06
C -0.96243 1.15313 2.10450 0.10 0.06 0.35 -0.14
C -1.47909 -0.01911 1.37377 0.10 -0.30 -0.38 -0.14
C -0.58697 -0.98920 0.92715 -0.52 0.09 0.12 0.06
C -1.06947 -2.10337 0.26372 0.70 0.14 0.18 0.03
N -2.36870 -2.27775 0.02365 -0.29 0.54 0.26 0.00
C -2.91965 -3.48591 -0.66073 -0.07 -0.15 -0.45 -0.06
C -1.99598 -4.15900 -1.66787 -0.46 -0.45 -0.12 -0.15
C -2.46519 -4.01859 -3.12570 1.18 -0.21 -0.25 -0.16
C -1.57922 -3.08847 -3.98428 -0.84 0.85 0.14 -0.16
C -2.31779 -1.79679 -4.45722 1.20 -0.36 0.12 -0.14
C -1.59112 -0.53319 -3.98613 -0.33 0.12 -0.36 -0.22
O -2.51495 0.53330 -3.77162 0.00 -0.25 0.15 -0.17
C -2.44154 1.11888 -2.50911 -0.03 0.31 0.06 -0.13
C -3.23852 -1.33567 0.43044 -0.06 0.36 0.25 0.02
C -2.82946 -0.20050 1.09877 0.25 -0.08 -0.05 0.04
C -0.06781 0.94704 3.14899 0.25 0.24 0.30 0.05
C 0.47117 2.01882 3.83222 -0.54 -0.47 -0.72 0.01
O 3.29006 3.85949 -0.13082 0.21 -0.12 0.38 -0.18
C 3.24662 2.95711 -1.26607 0.33 0.04 -0.83 -0.24
C 4.11396 1.72650 -1.13204 -0.29 -0.23 0.77 -0.07
H 5.42034 0.21652 1.95888 0.14 -0.32 0.07 0.08
H 6.29370 1.61227 2.48409 0.30 0.06 0.32 0.09
H 5.76138 0.41548 3.70971 0.08 -0.14 0.09 0.08
H 3.38365 1.01966 2.71071 -0.39 0.24 -0.07 0.10
H 4.16009 2.12793 3.88722 -0.26 0.27 0.03 0.10
H 1.36613 5.03176 1.72672 -0.16 -0.06 -0.18 0.09
H 2.99839 5.55513 1.95365 0.13 0.04 -0.10 0.11
H 2.83144 3.76780 4.08105 0.14 -0.14 -0.02 0.09
H 2.56811 5.49170 4.14787 0.17 0.01 0.22 0.13
H 0.74624 4.18299 5.24447 -0.10 0.11 0.19 0.14
H 0.21595 5.31553 3.98015 -0.29 0.00 -0.02 0.14
H -1.02065 4.51300 2.26748 0.13 0.24 0.19 0.15
H -2.03580 2.65157 1.01172 -0.02 0.18 -0.10 0.14
H 0.46793 -0.86116 1.10242 0.19 -0.15 -0.12 0.14
H -0.37604 -2.85504 -0.06784 -0.14 -0.26 -0.13 0.14
H -3.80011 -3.13992 -1.19137 -0.13 0.18 0.02 0.13
H -3.28843 -4.16481 0.10211 0.25 -0.08 0.29 0.15
H -0.95927 -3.84201 -1.61307 0.09 0.10 0.17 0.09
H -1.99961 -5.21998 -1.43117 -0.02 -0.13 0.11 0.11
H -3.51563 -3.75745 -3.20521 -0.15 0.02 0.06 0.11
H -2.34933 -5.00814 -3.53860 -0.32 -0.45 -0.21 0.10
H -0.71403 -2.74627 -3.41516 0.22 -0.26 0.10 0.09
H -1.19231 -3.62649 -4.84009 0.02 -0.14 -0.11 0.11
H -3.34159 -1.78346 -4.10464 -0.22 0.06 -0.06 0.11
H -2.27678 -1.79603 -5.54008 -0.57 0.10 -0.19 0.11
H -0.89083 -0.22520 -4.76149 0.20 0.12 0.01 0.13
H -1.00157 -0.71357 -3.08286 -0.10 -0.04 0.21 0.10
H -3.40679 1.56274 -2.27368 -0.14 0.06 -0.07 0.09
H -1.69124 1.91606 -2.46882 0.15 0.03 0.03 0.09
H -2.20788 0.39480 -1.71919 0.05 -0.16 0.01 0.05
H -4.28314 -1.50211 0.22968 -0.09 -0.18 -0.16 0.16
H -3.54129 0.54279 1.41433 -0.30 -0.04 -0.01 0.14
H 0.20912 -0.05530 3.43300 0.08 -0.07 0.11 0.14
H 1.17004 1.89154 4.63895 0.13 0.12 0.16 0.15
H 2.21371 2.70825 -1.48763 -0.18 -0.05 0.19 0.11
H 3.61998 3.53905 -2.10066 -0.01 0.32 0.02 0.12
H 3.64513 0.98174 -0.49011 -0.11 -0.06 0.08 0.07
H 4.26886 1.25186 -2.09318 0.11 0.11 -0.24 0.09
H 5.06091 1.97481 -0.66384 0.27 0.09 -0.23 0.08
F -2.17027 -7.51092 -4.08493 -0.05 0.20 0.20 -0.20
Al -3.05196 -8.33453 -2.88317 -0.04 -0.12 -0.08 -0.16
F -3.69550 -7.13227 -1.83596 0.22 0.17 -0.05 -0.21
F -2.01712 -9.33414 -2.00296 -0.01 0.17 0.04 -0.19
F -4.29966 -9.22166 -3.57808 0.02 0.13 0.06 -0.18